No. 1
2 unconnected molecules or ions with the total composition C6H11NO at a distorted geometry. Source: the OMol25 dataset; level of theory: ωB97M-V with the def2-TZVPD basis set.

The geometry in XYZ format:
```
19
Properties=species:S:1:pos:R:3:forces:R:3:mulliken_charge:R:1
C 4.94692 -0.65238 -1.20536 -0.4 -0.8 0.0 -0.59
C -4.95542 -1.50490 -0.09193 0.1 -0.5 -0.2 -1.06
C -3.91953 2.36648 -0.04807 0.7 0.3 0.1 -0.99
C -4.26849 -0.22871 -0.07648 0.3 1.6 0.6 0.26
C -3.87637 0.91346 0.05150 -1.5 -1.5 -0.8 0.16
C 4.62299 0.06465 1.06444 2.5 -0.7 -1.0 0.20
O 4.45841 0.30041 -0.27648 0.0 0.7 1.0 -0.34
N 4.83564 -1.10502 1.50371 -0.4 0.3 -0.6 -0.62
H 5.22491 -1.16289 2.43754 -0.4 0.4 0.2 0.23
H 4.97069 1.00137 1.52486 -1.0 -0.1 0.3 0.35
H 4.23311 -1.47766 -1.23960 0.1 0.0 -0.5 0.25
H 5.07882 -0.12844 -2.15186 -0.4 -0.1 0.1 0.23
H 5.90730 -1.10416 -0.95098 0.0 0.3 0.5 0.30
H -4.49767 -2.16989 -0.82518 0.0 -0.2 0.2 0.27
H -6.00094 -1.38590 -0.38180 0.0 0.2 -0.1 0.25
H -4.96679 -1.95739 0.89997 0.2 -0.2 -0.1 0.28
H -2.94921 2.73393 -0.38599 0.0 0.3 0.2 0.28
H -4.66120 2.70781 -0.77073 -0.1 -0.2 0.0 0.29
H -4.18317 2.78921 0.92243 0.2 0.2 -0.1 0.26
```
Forces are in eV/Å.

Output
SMILES string: [H]/N=C/OC.CC#CC
E: -365.10022 hartree
Highest occupied orbital energy: -9.26 eV
Gap between HOMO and LUMO: 10.3 eV
Energy relative to the best compared isomer or geometry (same formula, charge and spin): 82.4 kcal per mole

No. 2
C6H11NO in the gas phase at a distorted geometry. Source: the OMol25 dataset; level of theory: ωB97M-V with the def2-TZVPD basis set.

The geometry in XYZ format:
```
19
Properties=species:S:1:pos:R:3:forces:R:3:mulliken_charge:R:1
O 1.25800 3.34377 0.26636 0.1 1.7 0.1 -0.46
C 1.11658 2.66398 1.25153 0.6 0.5 -1.9 -0.06
C 1.21548 1.19019 0.91038 -3.4 -0.3 2.2 -0.62
C 0.50172 0.86186 -0.44551 2.1 1.3 -2.0 -0.46
C -0.66248 -0.06528 -0.34760 -0.3 1.8 1.0 -0.40
C -0.66719 -1.27223 -0.85502 0.7 -2.5 0.8 -0.07
N -1.31495 -2.33734 -0.11452 0.5 -0.5 -1.5 -0.25
C -1.32244 -3.71632 -0.64682 2.1 1.1 -0.6 -0.71
H 0.92241 3.23777 2.19990 0.1 -1.3 0.0 0.39
H 0.66159 0.69747 1.73657 0.3 -0.4 -0.3 0.30
H 2.20712 0.84370 0.99542 1.3 -0.3 -0.2 0.38
H 1.40647 0.48285 -1.08390 -2.1 0.2 0.6 0.19
H 0.21330 1.83213 -0.94724 0.4 -0.9 0.7 0.36
H -1.47945 0.27194 0.35823 1.0 -0.6 -0.5 0.18
H 0.12115 -1.55514 -1.63586 -1.2 0.0 1.4 0.23
H -2.22245 -2.15024 0.26321 -0.2 0.7 0.2 0.25
H -2.27063 -3.86440 -1.14936 -0.1 -0.9 0.1 0.29
H -1.01413 -4.43510 0.16705 -0.8 0.6 -1.0 0.24
H -0.49468 -3.72301 -1.43502 -1.1 -0.4 1.0 0.23
```
Forces are in eV/Å.

Output
SMILES string: CN/C=C/CCC=O
E: -365.11087 hartree
Highest occupied orbital energy: -7.78 eV
Gap between HOMO and LUMO: 8.9 eV
Energy relative to the best compared isomer or geometry (same formula, charge and spin): 75.7 kcal per mole

No. 3
3 unconnected molecules or ions with the total composition C6H11NO at a distorted geometry. Source: the OMol25 dataset; level of theory: ωB97M-V with the def2-TZVPD basis set.

The geometry in XYZ format:
```
19
Properties=species:S:1:pos:R:3:forces:R:3:mulliken_charge:R:1
C 0.79033 0.74073 0.09700 3.9 -0.5 -0.3 -0.10
C -2.12521 0.14824 1.22348 0.0 -0.1 0.2 -1.09
N 2.78408 0.08925 -0.16969 0.4 0.8 0.4 -0.65
C 0.37908 -0.42677 -0.44298 -3.7 0.7 0.8 0.43
C -1.39313 0.63862 0.02595 0.4 -1.6 -1.2 0.38
C 0.31318 -1.66525 -0.81340 0.1 -0.1 0.1 -0.78
C -1.87446 1.33142 -0.99112 0.1 0.2 0.1 -0.88
O 3.17275 -1.17932 0.43218 -0.7 -0.1 0.0 -0.42
H 3.73977 -0.97315 1.18284 -0.1 0.4 -0.2 0.30
H 2.93206 -0.15003 -1.15588 -0.4 0.3 0.1 0.23
H 0.95423 1.60849 -0.52959 -0.2 0.0 0.1 0.26
H 0.82897 0.85934 1.17245 -0.1 0.0 -0.1 0.22
H -3.18253 0.43784 1.19921 0.1 0.1 -0.1 0.38
H -2.08735 -0.94174 1.30008 0.1 0.1 0.0 0.26
H -1.69305 0.55128 2.14355 0.0 0.0 0.0 0.27
H -0.62484 -2.15743 -1.02733 0.0 0.0 0.0 0.32
H 1.24365 -2.22744 -0.80659 0.0 0.0 -0.2 0.30
H -1.24499 1.65189 -1.81535 0.0 -0.2 -0.1 0.27
H -2.91254 1.66403 -1.02482 0.1 0.1 0.1 0.31
```
Forces are in eV/Å.

Output
E: -364.89919 hartree
Highest occupied orbital energy: -6.48 eV
Gap between HOMO and LUMO: 7.2 eV
Energy relative to the best compared isomer or geometry (same formula, charge and spin): 208.5 kcal per mole